This record from the OMol25 dataset describes a molecular structure, C43H55MoN6OS at a distorted geometry. The level of theory is ωB97M-V with the def2-TZVPD basis set.

## Properties
energy = -2541.32988 Ha
M = 800.0 Da
<S²> = 2.03
HOMO level (spin up / spin down) = -8.618 / -9.795 eV
HOMO-LUMO gap (spin up / spin down) = 6.5 / 7.4 eV
E_LUMO (spin up / spin down) = -2.1 / -2.4 eV

ORCA input file:
```
! wB97M-V def2-TZVPD RIJCOSX def2/J DEFGRID3
* xyz 1 3
Mo 0.591 -0.902 0.916
S -1.420 -0.576 0.275
O -4.047 8.172 -8.096
N 3.971 1.613 7.157
N 1.069 1.859 5.567
N -0.706 2.879 3.751
N 2.108 -4.616 2.447
N 2.375 -3.638 0.344
N 0.978 -2.628 1.920
C 3.829 -6.567 4.101
C 3.224 -6.883 2.754
C -4.108 6.979 -7.726
C 3.089 -2.178 -2.939
C 1.348 -1.708 -0.802
C 0.295 -2.430 5.635
C 3.619 -8.059 2.156
C 0.160 -2.748 3.117
C 2.285 -6.031 2.103
C -5.664 6.254 -9.575
C 1.719 -6.479 0.894
C -0.476 1.957 2.531
C 2.302 -2.731 -0.730
C 3.635 1.908 1.218
C 1.721 -3.666 1.535
C 1.952 -1.361 -3.093
C -2.161 2.803 4.085
C 2.046 2.779 6.126
C 0.814 -2.238 4.319
C 3.022 3.146 1.399
C -6.521 5.243 -9.972
C 0.884 2.000 1.916
C -4.732 5.911 -8.478
C -7.356 2.859 -10.065
C 2.871 0.726 1.324
C -3.426 4.013 -7.196
C -0.270 4.268 3.520
C -0.809 -3.330 5.691
C -5.651 7.593 -10.262
C 1.614 3.146 1.587
C -1.040 -3.489 3.252
C 2.714 2.226 7.447
C 2.246 -7.540 0.169
C -6.322 3.889 -9.694
C 4.337 -3.796 -1.609
C 3.206 -2.909 -1.797
C -1.778 -3.981 2.017
C 1.546 0.779 1.573
C 1.122 -1.108 -2.006
C -4.509 4.500 -8.205
C 3.251 -8.338 0.796
C -1.497 -3.755 4.540
C -5.210 3.547 -8.905
H -0.605 0.973 2.942
H -2.862 3.178 -7.622
H -2.747 -4.419 2.172
H 1.386 1.229 4.852
H -0.104 2.472 4.554
H -2.362 3.429 4.992
H 4.077 -5.511 4.088
H 1.778 -1.753 4.196
H 3.245 -4.164 0.331
H 5.001 -3.483 -0.807
H -0.784 4.862 4.265
H 1.074 4.099 1.396
H 1.791 -0.849 -4.020
H -2.793 4.810 -6.764
H 1.607 -4.471 3.315
H -2.417 1.784 4.342
H 4.057 -4.829 -1.490
H -8.180 3.313 -10.593
H -1.169 -4.797 1.552
H 0.642 1.336 6.268
H -0.602 4.575 2.497
H -3.489 6.661 -6.844
H 0.790 -5.959 0.536
H -7.388 5.599 -10.504
H -5.952 7.593 -11.302
H 1.971 -7.720 -0.828
H 3.231 -6.737 5.012
H -6.958 2.008 -10.651
H -1.141 -3.654 6.712
H 3.923 0.653 7.125
H 0.128 -0.611 -2.075
H -1.227 2.108 1.748
H -5.007 2.482 -8.669
H -2.756 3.235 3.296
H -7.795 2.330 -9.184
H 1.623 3.734 6.415
H 4.933 -3.853 -2.546
H -4.642 8.063 -10.239
H 3.492 4.104 1.293
H -4.017 3.601 -6.368
H 4.720 -7.190 4.279
H -2.333 -4.389 4.624
H 4.367 1.948 6.275
H 3.866 -2.190 -3.664
H 1.997 1.579 7.989
H 4.661 1.772 0.956
H 0.831 -2.042 6.457
H 3.753 -9.120 0.226
H 3.421 -0.242 1.311
H -6.213 8.318 -9.733
H 4.437 -8.591 2.618
H 0.792 4.373 3.637
H -1.897 -3.134 1.276
H 2.812 2.970 5.283
H 2.792 3.155 8.042
*
```